*a*
{
  "formula": "C7H5Br2NO",
  "method": "wB97M-V/def2-TZVPD",
  "elements": ["C", "C", "C", "C", "C", "C", "C", "N", "O", "Br", "Br", "H", "H", "H", "H", "H"],
  "positions_angstrom": [[2.102, -0.751, 0.396], [1.544, -0.758, -0.927], [1.485, 0.003, 1.391], [0.530, 0.101, -1.327], [0.389, 0.758, 1.050], [-0.138, 0.821, -0.246], [-1.198, 1.627, -0.606], [-2.895, -0.556, 0.683], [-2.045, 2.260, -1.059], [-4.366, 0.433, 0.303], [-2.576, -2.153, -0.272], [2.911, -1.485, 0.519], [2.077, -1.419, -1.606], [1.858, -0.257, 2.337], [0.444, -0.028, -2.426], [-0.122, 1.404, 1.789]],
  "nbo_charge": [-0.224, -0.195, -0.218, -0.222, -0.175, -0.298, 0.756, -0.609, -0.397, 0.265, 0.196, 0.213, 0.212, 0.226, 0.248, 0.221],
  "gap_ev": [8.85, 4.81],
  "spin_multiplicity": 1,
  "homo_ev": [-9.1, -6.3],
  "charge": 0,
  "lumo_energy_ev": [-0.257, -1.457]
}

---

*b*
{
  "formula": "C7H5Br2NO",
  "method": "wB97M-V/def2-TZVPD",
  "elements": ["N", "C", "C", "Br", "C", "C", "C", "O", "H", "H", "C", "C", "Br", "H", "H", "H"],
  "positions_angstrom": [[-1.995, 0.165, -2.057], [-1.734, 0.625, -1.017], [-1.537, 1.147, 0.200], [-1.136, 3.047, 0.297], [-1.819, 0.517, 1.388], [-1.720, 1.083, 2.673], [-1.005, 2.127, 2.883], [-0.448, 2.988, 3.387], [-2.444, -0.352, 1.284], [-2.143, 0.608, 3.532], [2.118, 1.456, -1.188], [1.690, 0.342, -0.590], [2.212, -0.314, 1.105], [1.693, 1.694, -2.235], [2.949, 1.969, -0.802], [0.637, -0.050, -0.972]],
  "nbo_charge": [-0.280, 0.200, -0.255, 0.094, -0.074, -0.599, 0.782, -0.400, 0.241, 0.289, -0.409, -0.307, 0.051, 0.230, 0.205, 0.230],
  "gap_ev": 8.49,
  "smiles": "N#C/C(Br)=C/C=C=O.C=CBr",
  "spin_multiplicity": 1,
  "homo_ev": -8.9,
  "charge": 0,
  "lumo_energy_ev": -0.458
}

---

So which one wins? Going from most stable to least: *b*, *a*.

---

*a*
{
  "formula": "C3H5N2O5P",
  "method": "wB97M-V/def2-TZVPD",
  "elements": ["O", "C", "N", "C", "N", "C", "O", "P", "O", "O", "O", "H", "H", "H", "H", "H"],
  "positions_angstrom": [[-3.343, -0.041, -0.846], [-2.719, 0.695, -0.082], [-1.460, 0.583, 0.264], [-0.136, -0.154, -0.354], [-0.032, -1.376, 0.254], [1.081, -2.066, 0.276], [2.092, -2.090, -0.455], [1.089, 1.191, 0.059], [0.600, 2.442, -0.559], [1.320, 1.127, 1.588], [2.421, 0.744, -0.797], [-3.200, 1.462, 0.647], [-1.233, 0.990, 1.152], [-0.230, -0.333, -1.458], [1.002, -2.980, 0.940], [2.749, -0.194, -0.631]],
  "nbo_charge": [-0.707, 0.530, -0.592, -0.234, -0.684, 0.476, -0.826, 2.321, -1.198, -1.202, -1.065, 0.044, 0.394, 0.189, 0.031, 0.522],
  "gap_ev": 6.91,
  "smiles": "O=CN[C@H](/N=C\\[O-])[P@@](=O)([O-])O",
  "spin_multiplicity": 1,
  "homo_ev": -0.5,
  "charge": -2,
  "lumo_energy_ev": 6.389
}

---

*b*
{
  "formula": "C3H5N2O5P",
  "method": "wB97M-V/def2-TZVPD",
  "elements": ["C", "C", "C", "N", "N", "O", "O", "O", "O", "O", "P", "H", "H", "H", "H", "H"],
  "positions_angstrom": [[0.970, -1.964, -0.967], [1.183, 1.514, 0.157], [-0.391, 0.074, -0.665], [-0.125, -1.324, -0.628], [0.295, 0.637, 0.495], [-3.098, 0.369, -1.577], [-2.565, 1.365, 0.637], [1.972, -1.670, -1.578], [1.596, 1.969, -0.896], [-2.483, -1.225, 0.325], [-2.255, 0.081, -0.367], [0.969, -2.976, -0.468], [1.751, 2.026, 1.003], [-0.146, 0.472, -1.693], [-0.792, -1.779, -0.145], [-1.841, 1.047, 1.117]],
  "nbo_charge": [0.549, 0.479, -0.286, -0.597, -0.732, -1.203, -0.983, -0.676, -0.779, -1.215, 2.282, 0.035, 0.012, 0.222, 0.425, 0.469],
  "gap_ev": 7.10,
  "spin_multiplicity": 1,
  "homo_ev": -0.7,
  "charge": -2,
  "lumo_energy_ev": 6.420
}

---

So which one wins? Going from most stable to least: *a*, *b*.

---

*a*
{
  "formula": "C2H3IN",
  "method": "wB97M-V/def2-TZVPD",
  "elements": ["C", "C", "N", "I", "H", "H", "H"],
  "positions_angstrom": [[0.662, -0.210, -1.303], [-0.627, 0.104, 2.013], [-0.385, -0.094, 0.920], [-0.737, 0.854, -2.295], [1.316, 0.312, -0.779], [0.675, -1.336, -1.552], [-0.905, 0.371, 2.996]],
  "nbo_charge": [-0.141, 0.229, -0.395, 0.593, 0.180, 0.270, 0.263],
  "gap_ev": [8.29, 8.29],
  "spin_multiplicity": 1,
  "homo_ev": [-15.5, -15.5],
  "charge": 1,
  "lumo_energy_ev": [-7.176, -7.177]
}

---

*b*
{
  "formula": "C2H3IN",
  "method": "wB97M-V/def2-TZVPD",
  "elements": ["C", "C", "N", "I", "H", "H", "H"],
  "positions_angstrom": [[1.228, -0.642, 0.296], [-1.013, 0.857, -0.517], [0.873, -0.013, -0.696], [-2.650, 0.172, 0.428], [0.578, -0.875, 1.125], [2.155, -1.173, 0.447], [-1.170, 1.674, -1.084]],
  "nbo_charge": [-0.103, 0.003, -0.158, 0.611, 0.220, 0.278, 0.148],
  "gap_ev": [7.55, 7.55],
  "spin_multiplicity": 1,
  "homo_ev": [-15.0, -15.0],
  "charge": 1,
  "lumo_energy_ev": [-7.461, -7.459]
}

---

*c*
{
  "formula": "C2H3IN",
  "method": "wB97M-V/def2-TZVPD",
  "elements": ["N", "C", "C", "I", "H", "H", "H"],
  "positions_angstrom": [[-1.093, -0.231, -0.067], [0.089, 0.381, 0.346], [1.544, 0.285, 0.137], [3.531, 0.769, 0.112], [-1.491, 0.317, -0.702], [-1.660, -0.427, 0.732], [-0.919, -1.095, -0.558]],
  "nbo_charge": [-0.676, -0.032, -0.180, 0.532, 0.444, 0.462, 0.451],
  "gap_ev": 8.48,
  "smiles": "[NH3+]C#CI",
  "spin_multiplicity": 1,
  "homo_ev": -13.8,
  "charge": 1,
  "lumo_energy_ev": -5.278
}

---

So which one wins? Going from most stable to least: *a*, *c*, *b*.

---

*a*
{
  "formula": "C32H52N4O8",
  "method": "wB97M-V/def2-TZVPD",
  "elements": ["O", "C", "C", "C", "C", "O", "H", "H", "H", "H", "H", "H", "O", "C", "C", "C", "C", "O", "H", "H", "H", "H", "H", "H", "O", "C", "C", "C", "C", "O", "H", "H", "H", "H", "H", "H", "O", "C", "C", "C", "C", "O", "H", "H", "H", "H", "H", "H", "C", "C", "C", "C", "N", "H", "H", "H", "H", "H", "H", "H", "C", "C", "C", "C", "N", "H", "H", "H", "H", "H", "H", "H", "C", "C", "C", "C", "N", "H", "H", "H", "H", "H", "H", "H", "C", "C", "C", "C", "N", "H", "H", "H", "H", "H", "H", "H"],
  "positions_angstrom": [[1.016, 2.251, -0.515], [0.395, 3.275, -0.514], [0.957, 4.679, -0.575], [-0.257, 5.571, -0.710], [-1.387, 4.724, -0.104], [-0.926, 3.342, -0.377], [1.511, 4.758, 0.355], [1.769, 4.775, -1.303], [-0.262, 6.612, -0.264], [-0.505, 5.766, -1.754], [-1.391, 4.806, 1.002], [-2.375, 4.909, -0.590], [1.480, 4.666, -3.586], [0.877, 3.624, -3.672], [1.311, 2.192, -3.911], [0.089, 1.554, -4.478], [-1.004, 2.253, -3.697], [-0.474, 3.594, -3.604], [2.145, 2.110, -4.630], [1.737, 1.801, -2.990], [-0.041, 1.950, -5.490], [0.030, 0.471, -4.540], [-1.972, 2.279, -4.188], [-1.104, 1.861, -2.681], [4.058, -0.458, -4.276], [3.821, -1.640, -4.356], [4.688, -2.717, -4.906], [4.095, -3.971, -4.211], [2.601, -3.573, -4.186], [2.646, -2.138, -3.934], [4.599, -2.728, -5.951], [5.734, -2.501, -4.586], [4.334, -4.871, -4.760], [4.542, -4.050, -3.231], [2.216, -3.808, -5.204], [2.004, -4.098, -3.429], [-3.818, 4.867, 2.227], [-4.672, 4.806, 3.005], [-5.998, 5.488, 3.010], [-6.574, 5.414, 4.474], [-5.723, 4.187, 5.013], [-4.517, 4.228, 4.211], [-5.723, 6.465, 2.665], [-6.707, 5.056, 2.337], [-6.247, 6.294, 4.963], [-7.648, 5.387, 4.544], [-5.327, 4.268, 6.071], [-6.173, 3.204, 4.858], [0.128, -6.203, 1.156], [1.595, -5.933, 1.437], [2.021, -4.507, 1.057], [1.330, -3.430, 1.723], [0.842, -2.795, 2.538], [-0.210, -6.012, 0.145], [-0.499, -5.565, 1.789], [-0.099, -7.245, 1.508], [2.287, -6.712, 1.030], [1.792, -5.948, 2.532], [1.795, -4.477, -0.025], [3.093, -4.312, 1.103], [-3.773, -3.097, 2.697], [-2.244, -3.374, 2.831], [-1.939, -3.412, 4.362], [-2.224, -4.736, 4.938], [-2.378, -5.773, 5.403], [-3.970, -2.084, 3.039], [-4.232, -3.768, 3.405], [-4.263, -3.250, 1.730], [-1.650, -2.653, 2.295], [-1.981, -4.359, 2.439], [-2.537, -2.661, 4.915], [-0.915, -3.173, 4.575], [-2.376, 0.112, 0.925], [-0.872, -0.037, 0.949], [-0.209, -0.485, -0.370], [-0.615, -1.799, -0.813], [-0.957, -2.879, -1.128], [-2.873, -0.862, 0.733], [-2.800, 0.826, 0.198], [-2.718, 0.481, 1.945], [-0.571, -0.638, 1.840], [-0.508, 0.995, 1.115], [0.846, -0.615, -0.128], [-0.395, 0.183, -1.225], [5.047, 0.616, 0.931], [5.057, 0.911, -0.568], [3.827, 0.249, -1.269], [3.693, -1.222, -1.106], [3.776, -2.376, -1.133], [4.974, -0.477, 1.177], [4.192, 1.104, 1.395], [5.954, 0.882, 1.426], [5.940, 0.493, -1.009], [4.973, 1.951, -0.779], [3.916, 0.429, -2.323], [2.901, 0.699, -0.937]],
  "mulliken_charge": [-0.423, 0.367, -0.785, -0.491, -0.404, -0.334, 0.446, 0.334, 0.391, 0.210, 0.293, 0.284, -0.620, 0.384, 0.555, -0.737, 0.199, -0.384, 0.367, -0.528, 0.345, 0.413, 0.417, -0.338, -0.662, 0.620, -0.628, -0.545, -0.479, -0.243, 0.339, 0.259, 0.408, 0.264, 0.319, 0.290, -0.525, 0.497, -0.410, -0.528, -0.354, -0.371, 0.291, 0.290, 0.247, 0.365, 0.260, 0.237, -0.349, -0.682, -0.206, 0.394, -0.529, 0.333, -0.285, 0.337, 0.329, 0.334, -0.082, 0.463, -1.504, 1.195, -0.547, 0.260, -0.480, 0.352, 0.476, 0.362, -0.537, -0.361, 0.346, 0.356, -1.321, -0.375, 2.102, -0.142, -0.675, 0.291, 0.348, 0.304, 0.304, 0.205, -0.404, -0.676, -1.138, -0.849, 1.363, 0.140, -0.501, 0.282, 0.235, 0.406, 0.369, 0.425, 0.010, -0.579],
  "gap_ev": 10.88,
  "smiles": "O=C1CCCO1.O=C1CCCO1.O=C1CCCO1.O=C1CCCO1.CCCC#N.CCCC#N.CCCC#N.CCCC#N",
  "spin_multiplicity": 1,
  "homo_ev": -10.3,
  "charge": 0,
  "lumo_energy_ev": 0.548
}

---

*b*
{
  "formula": "C32H52N4O8",
  "method": "wB97M-V/def2-TZVPD",
  "elements": ["O", "C", "C", "C", "C", "O", "H", "H", "H", "H", "H", "H", "O", "C", "C", "C", "C", "O", "H", "H", "H", "H", "H", "H", "O", "C", "C", "C", "C", "O", "H", "H", "H", "H", "H", "H", "O", "C", "C", "C", "C", "O", "H", "H", "H", "H", "H", "H", "C", "C", "C", "C", "N", "H", "H", "H", "H", "H", "H", "H", "C", "C", "C", "C", "N", "H", "H", "H", "H", "H", "H", "H", "C", "C", "C", "C", "N", "H", "H", "H", "H", "H", "H", "H", "C", "C", "C", "C", "N", "H", "H", "H", "H", "H", "H", "H"],
  "positions_angstrom": [[-5.496, 0.376, 2.861], [-4.939, -0.016, 1.824], [-3.426, -0.086, 1.569], [-3.440, -0.384, 0.063], [-4.794, -0.843, -0.311], [-5.570, -0.428, 0.776], [-3.037, 0.907, 1.797], [-3.039, -0.873, 2.216], [-3.169, 0.499, -0.516], [-2.768, -1.182, -0.251], [-5.029, -0.249, -1.194], [-4.917, -1.912, -0.487], [-2.969, 0.282, -2.873], [-2.094, 0.478, -3.718], [-1.540, -0.607, -4.682], [-0.275, 0.100, -5.251], [-0.678, 1.552, -5.151], [-1.553, 1.722, -4.042], [-1.283, -1.530, -4.163], [-2.233, -0.888, -5.475], [0.569, -0.041, -4.576], [0.033, -0.204, -6.252], [0.087, 2.301, -4.949], [-1.134, 1.960, -6.054], [-2.521, 3.307, 1.985], [-2.309, 3.787, 0.882], [-3.307, 3.880, -0.279], [-2.616, 4.874, -1.125], [-1.176, 4.887, -0.702], [-1.150, 4.345, 0.585], [-3.431, 2.890, -0.718], [-4.270, 4.304, 0.007], [-2.660, 4.670, -2.195], [-2.993, 5.894, -1.052], [-0.455, 4.385, -1.346], [-0.831, 5.921, -0.735], [-1.648, -0.280, 4.109], [-0.836, 0.474, 4.535], [-0.758, 1.971, 4.260], [0.742, 2.148, 4.560], [1.140, 1.130, 5.650], [0.151, 0.104, 5.430], [-0.969, 2.225, 3.221], [-1.412, 2.511, 4.945], [1.405, 2.099, 3.696], [0.951, 3.121, 5.005], [2.188, 0.831, 5.635], [1.008, 1.492, 6.669], [4.594, -3.320, 0.788], [3.841, -3.814, -0.500], [2.795, -4.937, -0.148], [1.608, -4.549, 0.575], [0.661, -4.200, 1.139], [5.039, -4.132, 1.362], [3.965, -2.735, 1.459], [5.435, -2.658, 0.580], [4.443, -4.137, -1.349], [3.287, -3.015, -0.992], [3.267, -5.744, 0.412], [2.429, -5.463, -1.029], [3.681, 2.847, 2.113], [5.124, 3.463, 1.930], [5.820, 2.852, 0.703], [5.476, 1.444, 0.429], [5.194, 0.347, 0.147], [3.035, 2.851, 1.235], [3.146, 3.416, 2.874], [3.712, 1.837, 2.522], [5.752, 3.150, 2.764], [5.116, 4.552, 1.884], [6.891, 3.050, 0.736], [5.502, 3.390, -0.190], [0.144, 1.257, 0.167], [0.848, 0.069, 0.795], [2.086, -0.300, -0.077], [1.593, -0.819, -1.350], [1.168, -1.230, -2.351], [-0.522, 0.808, -0.570], [0.899, 1.900, -0.287], [-0.427, 1.843, 0.887], [0.250, -0.763, 1.164], [1.314, 0.471, 1.695], [2.619, -1.091, 0.451], [2.686, 0.605, -0.172], [-0.962, -3.965, -1.904], [-1.382, -5.405, -2.035], [-2.857, -5.611, -2.402], [-3.813, -5.023, -1.453], [-4.621, -4.646, -0.701], [-1.332, -3.423, -1.033], [-1.257, -3.391, -2.782], [0.128, -3.935, -1.911], [-1.059, -5.941, -1.143], [-0.736, -5.901, -2.760], [-3.097, -6.673, -2.449], [-3.036, -5.237, -3.410]],
  "mulliken_charge": [-0.678, 0.338, 0.375, 1.044, -0.336, -0.375, -0.287, 0.310, -0.629, -0.102, 0.234, 0.169, -0.569, 0.561, 0.059, -0.374, -0.574, -0.357, -0.316, 0.428, 0.090, 0.399, 0.366, 0.246, -0.602, 0.464, 0.092, -0.562, -0.324, -0.345, -0.207, 0.383, 0.314, 0.252, 0.229, 0.321, -0.486, 0.502, 0.318, 0.080, -0.614, -0.429, -0.525, 0.432, -0.516, 0.562, 0.336, 0.289, -1.180, -0.018, -0.576, 0.226, -0.486, 0.398, 0.239, 0.346, 0.389, -0.090, 0.437, 0.342, -1.031, -0.624, -0.571, 0.431, -0.472, 0.228, 0.482, 0.376, 0.294, 0.348, 0.387, 0.258, -0.109, -0.439, 1.026, -0.030, -0.596, 0.052, 0.543, -0.539, 0.575, -0.122, -0.404, -0.040, -0.280, -0.785, -0.506, 0.302, -0.499, 0.362, -0.055, 0.034, 0.363, 0.413, 0.347, 0.271],
  "gap_ev": 8.89,
  "smiles": "O=C1CCCO1.O=C1CCCO1.O=C1CCCO1.O=C1CCCO1.CCCC#N.CCCC#N.CCCC#N.CCCC#N",
  "spin_multiplicity": 1,
  "homo_ev": -8.7,
  "charge": 0,
  "lumo_energy_ev": 0.179
}

---

So which one wins? Going from most stable to least: *a*, *b*.